[1]
{
  "formula": "C4H7N3",
  "method": "ωB97M-V/def2-TZVPD",
  "symbols": ["C", "C", "H", "H", "H", "H", "N", "C", "C", "H", "H", "N", "H", "N"],
  "xyz": [[-1.111, -0.497, 0.589], [-0.955, 0.676, -0.390], [-1.462, -1.386, 0.042], [-1.689, 0.668, -1.201], [0.486, -1.378, 1.743], [0.201, 1.289, -2.581], [2.420, -0.662, 0.213], [0.452, 0.478, -0.922], [1.199, -0.319, 0.130], [-1.810, -0.294, 1.407], [2.947, -0.278, -0.569], [0.940, 0.819, -2.044], [-1.005, 1.634, 0.148], [0.249, -0.655, 1.077]],
  "lowdin_charge": [-0.19, -0.12, 0.12, 0.12, 0.14, 0.06, 0.13, -0.31, -0.41, 0.11, 0.04, 0.16, 0.13, 0.03],
  "relative_energy_ev": 0.203,
  "homo_lumo_gap_ev": 9.76,
  "smiles": "[H]/N=C1\\CCN\\C1=N\\[H]"
}

=====

[2]
{
  "formula": "C26H44N7OW",
  "method": "ωB97M-V/def2-TZVPD",
  "symbols": ["O", "C", "C", "N", "H", "C", "N", "C", "C", "H", "H", "C", "C", "C", "H", "H", "C", "H", "H", "C", "H", "H", "H", "H", "N", "C", "N", "N", "H", "H", "C", "H", "N", "H", "H", "H", "H", "H", "H", "C", "H", "H", "H", "H", "C", "H", "H", "C", "W", "H", "C", "H", "H", "C", "H", "H", "H", "H", "C", "H", "C", "C", "H", "H", "N", "H", "C", "H", "H", "C", "H", "C", "C", "C", "H", "H", "C", "H", "H"],
  "xyz": [[0.483, 2.083, 1.090], [-2.218, 1.099, 3.062], [1.071, -0.853, 1.201], [1.973, 3.772, 0.992], [-2.694, -1.171, -3.520], [1.501, -2.381, -2.356], [-1.979, 2.148, 0.517], [2.082, 2.426, -1.789], [-2.053, -1.105, -2.640], [0.900, -3.759, 0.283], [-3.888, 2.994, 0.799], [2.187, 1.840, -0.487], [2.814, -0.534, -1.184], [0.826, -1.648, -0.041], [5.243, -2.818, 0.099], [-0.390, -3.323, -0.806], [-3.206, -1.310, 0.982], [1.505, 4.295, 1.721], [5.578, -1.734, -1.262], [2.796, 0.712, 2.358], [2.689, 0.256, -3.221], [-0.552, -3.054, 0.931], [4.387, -3.011, -1.448], [-2.810, 1.640, -2.078], [1.802, 2.890, -2.804], [-3.400, 2.029, 0.941], [3.508, -1.138, 0.987], [-2.239, -1.132, -0.144], [3.858, -1.044, -3.003], [2.193, -3.217, -2.186], [3.416, -0.169, -2.530], [2.825, 4.160, 0.609], [-1.566, -0.062, 2.373], [-1.753, -2.023, -0.229], [-3.720, -1.773, -1.494], [-1.868, -2.144, 2.433], [-1.512, 2.675, 1.251], [-3.809, 2.465, 3.015], [1.064, -0.936, 3.369], [0.137, -2.999, 0.091], [1.953, 1.257, 2.776], [-1.462, 1.883, 3.139], [-2.449, 0.795, 4.085], [-3.718, -2.269, 0.880], [1.009, -1.618, 2.517], [4.216, 0.559, -2.393], [0.071, 1.443, -2.012], [-3.501, 1.607, 2.416], [-0.638, 0.310, 0.370], [3.180, 0.038, 3.120], [-2.475, -1.250, 2.305], [0.133, -2.248, 2.641], [-3.902, 1.332, 0.273], [-2.972, -0.979, -1.436], [-3.964, -0.536, 0.900], [-0.833, 3.471, -0.648], [3.604, 1.408, 2.130], [-1.239, 0.549, -3.789], [3.759, -1.353, -0.235], [1.815, -1.908, -3.284], [-1.798, 2.967, -0.718], [2.446, -0.119, 1.125], [-0.027, -0.470, -3.059], [-1.561, -2.079, -2.580], [-0.814, 0.988, -1.783], [-1.601, 2.660, -2.834], [-1.828, 2.084, -1.935], [0.518, -2.821, -2.488], [-3.523, -0.041, -1.406], [1.593, -1.460, -1.189], [1.881, -2.271, 2.601], [-0.997, -0.011, -2.885], [4.796, -2.288, -0.738], [2.471, 0.560, -0.229], [-2.564, 3.741, -0.779], [-0.797, -0.332, 2.984], [1.524, 2.606, 0.602], [-4.303, 0.878, 2.540], [-3.183, -1.229, 3.134]],
  "lowdin_charge": [-0.13, -0.16, -0.34, 0.30, 0.14, 0.01, -0.16, -0.17, -0.12, 0.13, 0.14, -0.09, -0.29, -0.28, 0.11, 0.08, -0.14, 0.16, 0.11, 0.01, 0.09, 0.07, 0.09, 0.12, 0.25, -0.15, 0.21, -0.15, 0.10, 0.13, 0.01, 0.16, -0.14, 0.08, 0.15, 0.11, 0.10, 0.14, 0.09, -0.03, 0.08, 0.12, 0.15, 0.15, -0.04, 0.12, 0.07, -0.12, 1.70, 0.11, -0.13, 0.07, 0.10, -0.16, 0.11, 0.12, 0.11, 0.14, -0.22, 0.10, -0.14, -0.40, 0.10, 0.11, -0.14, 0.15, -0.14, 0.08, 0.10, -0.10, 0.12, -0.14, 0.03, -0.05, 0.15, 0.09, -0.44, 0.12, 0.15],
  "charge": 3,
  "multiplicity": 3,
  "relative_energy_ev": 0.000,
  "s_squared": 2.057,
  "homo_lumo_gap_ev": [7.70, 7.81]
}

=====

[3]
{
  "formula": "C29H25F4N2",
  "method": "ωB97M-V/def2-TZVPD",
  "symbols": ["H", "C", "C", "C", "H", "C", "H", "C", "H", "C", "H", "F", "H", "C", "H", "C", "H", "H", "C", "F", "C", "F", "F", "C", "C", "H", "N", "C", "H", "H", "H", "C", "H", "H", "C", "H", "H", "C", "C", "H", "H", "H", "H", "C", "C", "C", "C", "C", "H", "C", "C", "C", "H", "N", "C", "C", "H", "H", "C", "C"],
  "xyz": [[-3.070, -1.051, 3.411], [2.734, -3.588, 2.030], [-1.908, -4.149, 4.137], [2.472, 1.434, 4.774], [-0.680, -1.742, 4.717], [4.064, -5.712, 1.989], [-3.115, -3.432, -1.446], [1.509, -2.933, 2.070], [-5.094, 0.145, 4.236], [-3.981, 1.471, 5.504], [-4.370, -5.118, 3.195], [5.118, -4.910, 1.680], [-0.587, 1.407, 5.949], [-1.030, -3.366, 1.940], [1.681, -6.848, 1.924], [-0.722, -2.442, -0.340], [-1.096, -4.872, 4.279], [-2.584, 2.712, 6.678], [-2.911, -3.313, 0.692], [4.068, -6.741, 1.090], [-0.519, -0.751, 4.278], [4.330, -6.311, 3.192], [2.810, 2.764, 4.759], [1.827, -1.231, 4.880], [2.760, -4.976, 1.995], [-0.062, -1.605, -0.029], [-1.552, -2.893, 0.768], [1.206, 1.068, 4.321], [-0.493, -5.697, 2.071], [4.430, 0.827, 5.472], [3.687, -3.071, 2.042], [3.125, -0.867, 5.250], [-2.875, -4.573, 4.404], [-4.847, 2.004, 5.848], [-4.854, -5.196, 1.034], [1.505, -2.265, 5.000], [-1.433, -2.107, -1.110], [-2.740, 1.881, 5.984], [0.423, -5.123, 2.117], [-0.553, -0.857, 3.198], [-0.065, -3.251, -0.720], [3.852, -1.625, 5.588], [0.464, 1.801, 4.001], [3.427, 0.506, 5.210], [1.630, -5.766, 1.995], [-2.958, -0.225, 4.128], [0.347, -3.720, 2.122], [-4.527, -4.720, -0.256], [1.485, -1.844, 2.081], [-3.500, -3.782, -0.473], [-1.593, 1.194, 5.566], [0.861, -0.251, 4.584], [-5.656, -5.918, 1.146], [-2.066, -3.659, 2.771], [-1.704, 0.135, 4.653], [-4.198, -4.749, 2.185], [-5.044, -5.053, -1.151], [-1.633, -3.342, 4.827], [-4.102, 0.426, 4.584], [-3.229, -3.796, 1.976]],
  "lowdin_charge": [0.10, 0.03, 0.03, -0.23, 0.09, -0.52, 0.13, 0.01, 0.11, -0.08, 0.12, 0.13, 0.11, -0.16, 0.14, 0.02, 0.11, 0.11, -0.12, 0.13, -0.12, 0.13, 0.05, -0.07, -0.10, 0.11, 0.02, 0.03, 0.14, 0.12, 0.14, -0.06, 0.09, 0.10, -0.04, 0.11, 0.10, -0.06, 0.00, 0.11, 0.12, 0.12, 0.14, -0.01, 0.03, -0.05, -0.14, -0.04, 0.12, 0.01, -0.04, -0.24, 0.12, 0.02, -0.21, 0.00, 0.12, 0.09, -0.08, -0.14],
  "charge": 1,
  "relative_energy_ev": 0.000,
  "homo_lumo_gap_ev": 7.70
}

=====

[4]
{
  "formula": "CH36ClNiO21",
  "method": "ωB97M-V/def2-TZVPD",
  "symbols": ["Ni", "H", "H", "H", "H", "H", "H", "H", "H", "O", "O", "O", "H", "O", "H", "H", "H", "H", "H", "H", "O", "H", "O", "H", "H", "H", "O", "H", "H", "H", "O", "O", "H", "H", "H", "O", "H", "H", "O", "C", "O", "O", "O", "O", "H", "H", "Cl", "O", "H", "H", "H", "O", "H", "O", "H", "O", "H", "O", "H", "O"],
  "xyz": [[-0.511, 1.793, 1.573], [1.856, 5.054, -1.523], [0.303, 4.389, 1.265], [2.698, 3.867, -1.107], [3.294, -0.761, 1.619], [-1.999, -2.623, 3.196], [2.449, 2.206, -2.984], [-0.264, -0.243, 4.628], [0.510, 1.684, -3.573], [1.375, 1.735, 2.555], [-1.447, 3.988, -3.526], [1.796, 4.126, -1.296], [2.014, 1.047, 2.736], [-0.348, 1.533, -3.967], [1.030, -4.559, -2.049], [2.269, 1.206, -1.862], [0.963, -1.112, 4.452], [1.784, 2.536, 2.884], [-0.397, -0.858, -2.512], [1.604, -3.543, -4.160], [1.391, -4.294, -1.203], [0.693, 3.721, -0.037], [-2.448, -1.974, 2.656], [-2.178, -2.188, 0.951], [1.802, -2.982, 0.052], [-2.283, 4.019, -3.991], [-0.512, -1.191, -3.402], [1.264, -1.634, 0.481], [-3.245, -0.242, -0.653], [-2.343, 3.129, -0.188], [2.185, 1.302, -2.811], [-1.400, 2.640, 3.248], [-0.957, -2.032, 0.070], [-3.203, -3.307, -2.562], [1.531, -2.042, 2.934], [1.773, -2.602, -4.190], [-2.078, -1.135, 2.931], [-1.025, -1.992, -3.293], [-2.295, -3.146, -2.306], [-1.856, 1.572, 3.676], [-2.543, 1.490, 4.674], [-2.214, 2.379, 0.392], [3.457, -0.229, 2.398], [0.574, -0.461, 5.036], [4.360, 0.073, 2.298], [1.146, -2.226, -3.572], [0.120, 0.119, -0.098], [-1.822, -2.441, 0.099], [-3.096, 2.135, 0.670], [-1.284, 3.055, -3.387], [-2.355, -2.797, -1.416], [-1.425, 0.598, 3.072], [-2.291, 0.004, -1.802], [1.883, -2.318, 0.736], [2.470, -2.891, 3.764], [1.575, -2.554, 3.741], [-0.518, 0.601, -3.824], [0.147, 3.603, 0.741], [1.232, -5.043, -0.628], [-3.209, -0.185, -1.607]],
  "lowdin_charge": [0.45, 0.07, 0.08, 0.06, 0.02, 0.06, 0.03, 0.00, 0.00, -0.05, -0.08, -0.01, 0.02, -0.06, 0.04, 0.01, -0.05, 0.07, -0.02, 0.01, -0.03, 0.00, -0.04, -0.01, -0.01, 0.02, -0.06, -0.12, 0.02, 0.07, -0.05, -0.06, -0.04, 0.04, 0.01, -0.05, 0.00, 0.02, -0.07, -1.09, 0.00, -0.05, -0.03, -0.06, 0.05, -0.02, 0.19, -0.08, 0.08, -0.02, -0.04, -0.10, -0.02, -0.09, 0.05, -0.04, -0.01, -0.04, 0.06, -0.06],
  "charge": -1,
  "multiplicity": 3,
  "relative_energy_ev": 0.000,
  "s_squared": 2.005,
  "homo_lumo_gap_ev": [5.52, 5.68]
}

=====

[5]
{
  "formula": "C2H2N4O2",
  "method": "ωB97M-V/def2-TZVPD",
  "symbols": ["H", "N", "N", "H", "C", "N", "N", "O", "O", "C"],
  "xyz": [[2.675, 0.512, 1.298], [-0.307, 0.989, 0.851], [0.363, -0.866, -0.980], [-2.826, -0.854, -1.056], [0.966, 0.659, 0.608], [-1.236, 0.357, 0.256], [1.304, -0.240, -0.336], [1.875, 1.043, 1.504], [-1.914, -1.099, -1.398], [-0.899, -0.501, -0.747]],
  "lowdin_charge": [0.13, 0.10, 0.11, 0.15, -0.43, 0.10, 0.09, 0.09, 0.07, -0.41],
  "relative_energy_ev": 3.418,
  "homo_lumo_gap_ev": 8.63,
  "smiles": "Oc1nnc(O)nn1"
}